*a*
# C4H14O2S2

A cluster of 3 separate species, C4H14O2S2 in total (the ωB97M-V functional and the def2-TZVPD basis, the OMol25 dataset).

Geometry as XYZ:
```
22
Properties=species:S:1:pos:R:3:nbo_charge:R:1
C -1.484 -1.157 1.855 -0.62
C -1.406 -1.891 0.509 -0.56
S -1.400 -0.922 -1.009 0.10
S 0.591 -0.495 -1.318 0.06
C 0.696 1.303 -0.788 -0.50
C 1.433 1.500 0.540 -0.64
H -1.721 -1.933 2.576 0.22
H -2.198 -0.344 1.940 0.21
H -0.479 -0.703 2.082 0.21
H -2.266 -2.549 0.314 0.22
H -0.595 -2.623 0.632 0.23
H 1.384 1.682 -1.545 0.21
H -0.313 1.719 -0.865 0.23
H 0.985 1.028 1.424 0.21
H 1.516 2.575 0.855 0.22
H 2.478 1.183 0.539 0.22
H 5.177 -0.534 -2.277 0.46
H 3.760 -0.263 -2.207 0.46
O 4.379 -0.966 -1.936 -0.92
H -2.867 0.772 -0.678 0.47
H -3.929 1.426 0.136 0.46
O -3.740 1.191 -0.777 -0.95
```

Summary:
- SMILES = CCSSCC.O.O
- HOMO-LUMO gap (eV) = 9.3

---

*b*
# C4H14O2S2

A cluster of 3 separate species, C4H14O2S2 in total (the ωB97M-V functional and the def2-TZVPD basis, the OMol25 dataset).

Geometry as XYZ:
```
22
Properties=species:S:1:pos:R:3:nbo_charge:R:1
C 0.770 -0.073 1.585 -0.42
C -0.571 -0.370 0.670 -0.60
C 0.635 -0.684 2.940 -0.57
S 1.995 -1.754 3.378 0.09
S 2.076 -3.436 2.445 0.12
C 2.654 -3.259 0.798 -0.80
H 1.674 -0.333 1.039 0.20
H 0.968 0.958 1.610 0.20
H -1.560 -0.087 1.238 0.21
H -0.504 0.216 -0.172 0.20
H -0.366 -1.467 0.523 0.21
H 0.482 -0.018 3.756 0.24
H -0.161 -1.445 2.888 0.22
H 2.869 -2.418 0.273 0.23
H 3.529 -3.909 0.739 0.23
H 1.811 -3.678 0.182 0.22
H -1.939 5.111 -4.533 0.48
H -1.965 3.766 -5.313 0.48
O -2.467 4.325 -4.640 -0.95
H -3.591 3.577 -3.129 0.48
H -2.955 2.253 -3.458 0.46
O -3.386 2.724 -2.818 -0.94
```

Summary:
- SMILES = CCCSSC.O.O
- HOMO-LUMO gap (eV) = 8.8

---

*c*
# C4H14O2S2

A cluster of 3 separate species, C4H14O2S2 in total (the ωB97M-V functional and the def2-TZVPD basis, the OMol25 dataset).

Geometry as XYZ:
```
22
Properties=species:S:1:pos:R:3:nbo_charge:R:1
C -1.038 -1.997 -0.523 -0.43
C 0.040 -1.124 0.089 -0.64
C -0.752 -3.490 -0.336 -0.53
S -1.556 -4.319 1.071 0.10
S -1.585 -3.054 2.679 0.06
C -2.706 -1.625 2.544 -0.77
H -2.108 -1.911 -0.257 0.21
H -1.199 -1.774 -1.589 0.21
H 0.965 -1.078 -0.511 0.22
H -0.180 -0.042 0.022 0.22
H 0.211 -1.356 1.154 0.22
H -1.249 -4.036 -1.151 0.23
H 0.338 -3.638 -0.322 0.21
H -2.681 -1.132 1.558 0.23
H -3.697 -1.708 2.995 0.22
H -2.298 -0.872 3.250 0.23
H 2.259 4.614 -4.091 0.46
H 3.297 5.467 -3.449 0.46
O 2.712 4.726 -3.249 -0.93
H 3.688 6.047 0.806 0.46
H 4.178 6.084 -0.600 0.46
O 3.361 6.219 -0.088 -0.93
```

Summary:
- SMILES = CCCSSC.O.O
- HOMO-LUMO gap (eV) = 9.2

---

Bottom line: *a*, by a margin of 0.0197 hartree.

---

*a*
# C3H2Br2O

A structure of composition C3H2Br2O (the ωB97M-V functional and the def2-TZVPD basis, the OMol25 dataset).

Geometry as XYZ:
```
8
Properties=species:S:1:pos:R:3:nbo_charge:R:1
C 0.931 -0.223 -0.334 -0.37
C -0.504 0.062 0.049 -0.39
C -1.004 1.027 0.748 0.68
O -1.438 1.771 1.516 -0.42
Br -2.022 -0.865 -0.774 0.08
Br 1.431 -2.203 -0.225 -0.03
H 1.057 0.173 -1.274 0.22
H 1.549 0.258 0.294 0.22
```

Summary:
- HOMO-LUMO gap (eV) = 8.7

---

*b*
# C3H2Br2O

The molecule C3H2Br2O (the ωB97M-V functional and the def2-TZVPD basis, the OMol25 dataset).

Geometry as XYZ:
```
8
Properties=species:S:1:pos:R:3:nbo_charge:R:1
C -0.201 0.020 0.993 0.54
C -0.554 0.477 -0.311 -0.27
C 0.520 -0.634 -0.101 -0.37
O -0.236 0.265 2.123 -0.41
Br 0.215 2.334 -1.080 -0.04
Br 0.310 -2.488 -0.753 0.04
H -1.548 0.309 -0.563 0.25
H 1.493 -0.284 -0.309 0.26
```

Summary:
- SMILES = O=C1[C@@H](Br)[C@@H]1Br
- HOMO-LUMO gap (eV) = 8.6

---

Bottom line: *a*, by a margin of 0.0381 hartree.

---

*a*
# C3H7N3O2

The molecule C3H7N3O2 (the ωB97M-V functional and the def2-TZVPD basis, the OMol25 dataset).

Geometry as XYZ:
```
15
Properties=species:S:1:pos:R:3:nbo_charge:R:1
C 1.968 0.656 0.024 0.53
C -0.528 0.545 0.199 0.44
C -1.594 -0.604 0.147 -0.13
H 1.720 -1.300 -0.868 0.39
H 1.500 -1.760 0.949 0.38
H 1.807 1.773 -0.334 0.11
H -0.237 2.514 0.057 0.36
H -1.351 -1.369 1.034 0.19
H -1.377 -1.381 -0.632 0.20
H -2.890 0.771 -0.599 0.49
N 1.039 -1.367 0.066 -0.66
N 0.716 -0.039 0.064 -0.34
N -0.903 1.749 0.178 -0.71
O 3.020 0.130 -0.104 -0.55
O -2.890 -0.317 -0.182 -0.71
```

Summary:
- SMILES = [H]/N=C(/CO)N(N)C=O
- HOMO-LUMO gap (eV) = 10.2

---

*b*
# C3H7N3O2

The molecule C3H7N3O2 (the ωB97M-V functional and the def2-TZVPD basis, the OMol25 dataset).

Geometry as XYZ:
```
15
Properties=species:S:1:pos:R:3:nbo_charge:R:1
C -0.004 -0.375 -0.287 0.28
C 0.698 -0.688 -1.610 -0.10
C 0.515 1.169 1.634 0.54
H -1.097 -0.307 1.816 0.37
H -2.306 -1.476 1.520 0.37
H 0.226 -1.595 -2.022 0.20
H 1.772 -0.911 -1.422 0.18
H -0.222 0.753 -2.575 0.47
H 1.134 1.312 -0.357 0.43
H 0.495 2.264 1.798 0.13
N -1.721 -0.730 1.115 -0.66
N -1.021 -1.105 0.005 -0.23
N 0.541 0.817 0.300 -0.66
O 0.701 0.454 -2.456 -0.72
O 0.290 0.416 2.542 -0.59
```

Summary:
- SMILES = N/N=C(/CO)NC=O
- HOMO-LUMO gap (eV) = 9.4

---

*c*
# C3H7N3O2

A structure of composition C3H7N3O2 (the ωB97M-V functional and the def2-TZVPD basis, the OMol25 dataset).

Geometry as XYZ:
```
15
Properties=species:S:1:pos:R:3:nbo_charge:R:1
C -2.668 -0.435 0.229 -0.76
C -1.365 0.381 -0.388 0.83
C 1.852 0.098 -0.045 0.52
H -3.888 -0.079 -0.226 0.25
H -2.554 -0.194 1.338 0.24
H -2.663 -1.731 0.359 0.27
H 1.367 -1.617 -0.629 0.37
H 0.770 2.068 0.224 0.46
H 2.223 1.339 1.286 0.40
H 3.102 -0.987 -0.843 0.31
N 0.858 -0.556 -0.734 -0.33
N 1.341 1.084 0.681 -0.86
N 3.109 -0.202 -0.351 -0.73
O -1.135 1.340 -1.021 -0.54
O -0.351 -0.510 0.120 -0.44
```

Summary:
- HOMO-LUMO gap (eV) = 9.9

---

Bottom line: *b*, by a margin of 0.0975 hartree.

---

*a*
# C4H5Cl

The molecule C4H5Cl (the ωB97M-V functional and the def2-TZVPD basis, the OMol25 dataset).

Geometry as XYZ:
```
10
Properties=species:S:1:pos:R:3:nbo_charge:R:1
C 1.128 -0.350 -0.076 0.10
C 0.104 -1.182 -0.074 -0.01
C -0.984 -1.897 -0.086 -0.39
C 1.060 1.160 -0.062 -0.68
Cl 3.213 -0.501 0.028 -0.18
H -1.474 -2.240 0.829 0.24
H -1.520 -1.822 -1.089 0.24
H 1.085 1.625 -1.017 0.23
H 1.831 1.706 0.311 0.24
H 0.241 1.634 0.378 0.23
```

Summary:
- SMILES = C=C=C(C)Cl
- HOMO-LUMO gap (eV) = 9.1

---

*b*
# C4H5Cl

The molecule C4H5Cl (the ωB97M-V functional and the def2-TZVPD basis, the OMol25 dataset).

Geometry as XYZ:
```
10
Properties=species:S:1:pos:R:3:nbo_charge:R:1
C -0.302 0.107 0.808 0.06
C 0.869 -0.006 1.340 -0.46
C -0.632 0.595 -0.573 -0.26
C 0.022 -0.257 -1.522 -0.33
H 0.703 -0.365 2.250 0.22
H 1.869 0.096 0.729 0.24
H -1.589 1.150 -1.055 0.26
H 1.041 -0.771 -1.387 0.21
H -0.228 0.126 -2.382 0.17
Cl -1.753 -0.675 1.792 -0.12
```

Summary:
- SMILES = C=CC(=C)Cl
- HOMO-LUMO gap (eV) = 9.9

---

Bottom line: *a*, by a margin of 0.0106 hartree.